Record 1
{
  "formula": "C15H42O6",
  "method": "ωB97M-V/def2-TZVPD",
  "smiles": "CC(C)O.CC(C)O.CC(C)O.CC(C)O.CC(C)O.O",
  "elements": ["O", "O", "O", "O", "O", "O", "C", "C", "C", "C", "C", "C", "C", "C", "C", "C", "C", "C", "C", "C", "C", "H", "H", "H", "H", "H", "H", "H", "H", "H", "H", "H", "H", "H", "H", "H", "H", "H", "H", "H", "H", "H", "H", "H", "H", "H", "H", "H", "H", "H", "H", "H", "H", "H", "H", "H", "H", "H", "H", "H", "H", "H", "H"],
  "coordinates": [[-1.987, -0.407, -5.757], [0.475, 4.827, 1.874], [1.654, 1.549, 0.252], [3.869, 3.140, -0.879], [4.919, -1.187, 4.986], [-5.882, -2.572, 1.439], [5.044, 2.824, -2.933], [-3.867, -1.922, -6.064], [-2.993, -1.281, -3.788], [-4.456, -2.552, 1.456], [-3.249, -0.842, -5.186], [-0.363, 1.261, -0.917], [0.013, 0.162, 1.340], [-4.016, -1.301, 2.176], [3.753, 2.598, -2.186], [2.532, 3.124, -2.933], [0.618, 0.572, 0.015], [3.593, -1.564, 5.329], [3.662, -2.196, 6.706], [2.650, -0.381, 5.317], [-3.893, -2.590, 0.043], [2.995, 0.409, 5.990], [-4.769, -2.305, -5.571], [-0.487, 1.032, 1.774], [-0.716, 2.198, -0.484], [5.325, 3.877, -2.956], [-4.335, -1.797, -0.556], [-2.425, -2.206, -3.685], [3.050, 2.920, -0.424], [2.746, 4.099, -3.380], [1.717, 3.335, -2.237], [-4.292, -1.447, -6.952], [5.020, 2.414, -3.945], [-2.969, -1.353, 2.473], [-2.804, -2.526, 0.040], [2.567, 0.103, 4.340], [-1.211, 0.617, -1.152], [-6.139, -3.444, 1.132], [-0.725, -0.631, 1.222], [-3.194, -2.748, -6.264], [-2.520, -0.493, -3.198], [-4.120, -0.437, 1.510], [0.674, 4.728, 2.807], [3.626, 1.509, -2.076], [-3.954, -1.457, -3.294], [-4.623, -1.050, 3.046], [2.204, 2.412, -3.688], [4.373, -3.019, 6.752], [0.776, 4.012, 1.462], [3.937, -1.455, 7.461], [-3.843, 0.075, -5.211], [-2.198, 0.116, -6.536], [0.149, 1.529, -1.842], [4.928, -0.868, 4.079], [0.799, -0.132, 2.041], [2.689, -2.597, 6.998], [-4.073, -3.419, 2.009], [5.860, 2.254, -2.477], [3.209, -2.339, 4.649], [2.068, 1.346, 1.095], [1.660, -0.693, 5.656], [1.087, -0.264, -0.513], [-4.137, -3.568, -0.385]],
  "forces_ev_per_a": [[0.0, -0.3, 0.2], [-0.1, 0.0, -0.1], [0.0, 0.1, 0.2], [0.2, 0.4, -0.1], [0.1, 0.0, -0.1], [0.2, -0.1, 0.0], [0.7, -0.4, 0.0], [-1.3, 0.6, 0.5], [-0.5, 0.1, 1.2], [0.3, 0.2, 0.2], [1.0, 0.4, -1.1], [0.2, 0.0, -0.1], [-0.1, 0.3, 0.0], [-0.1, 0.9, -0.1], [-0.3, -0.8, 0.0], [0.1, 0.7, 0.3], [0.1, 0.6, -0.2], [-0.1, -0.3, 0.3], [-0.2, 0.0, 0.4], [-0.1, 0.5, 0.1], [-0.1, -0.7, 0.2], [0.1, -0.2, 0.1], [0.2, -0.2, 0.1], [-0.1, -0.1, 0.0], [-0.1, -0.1, 0.2], [-0.1, 0.0, -0.1], [0.1, 0.0, -0.1], [0.2, 0.1, -0.3], [-0.1, -0.1, 0.0], [0.1, -0.1, -0.2], [-0.1, -0.4, 0.0], [0.5, -0.3, -0.4], [-0.4, 0.3, -0.1], [0.0, -0.1, 0.0], [0.0, 0.2, 0.0], [-0.1, -0.3, -0.1], [0.0, 0.0, 0.0], [-0.2, -0.1, -0.1], [0.1, -0.1, 0.1], [0.2, 0.1, -0.2], [0.2, 0.0, -0.2], [0.1, -0.1, 0.0], [0.0, 0.0, 0.1], [0.0, 0.0, -0.1], [0.0, -0.1, -0.1], [0.0, -0.4, 0.1], [0.0, 0.1, -0.1], [0.1, 0.1, -0.2], [0.1, -0.1, -0.1], [0.1, 0.0, -0.1], [-0.6, -0.3, 0.4], [0.1, -0.1, 0.0], [-0.1, -0.1, -0.1], [0.0, 0.0, 0.0], [-0.1, -0.3, 0.0], [0.0, 0.1, -0.1], [-0.1, -0.1, 0.0], [-0.1, 0.3, 0.3], [0.2, 0.1, -0.2], [0.2, -0.1, 0.0], [-0.1, 0.1, -0.2], [-0.1, -0.2, 0.2], [0.0, 0.2, -0.3]]
}

Record 2
{
  "formula": "C15H42O6",
  "method": "ωB97M-V/def2-TZVPD",
  "smiles": "CC(C)O.CC(C)O.CC(C)O.CCO.CCO.CCO",
  "elements": ["O", "O", "O", "O", "O", "O", "C", "C", "C", "C", "C", "C", "C", "C", "C", "C", "C", "C", "C", "C", "C", "H", "H", "H", "H", "H", "H", "H", "H", "H", "H", "H", "H", "H", "H", "H", "H", "H", "H", "H", "H", "H", "H", "H", "H", "H", "H", "H", "H", "H", "H", "H", "H", "H", "H", "H", "H", "H", "H", "H", "H", "H", "H"],
  "coordinates": [[-5.274, 14.708, -21.461], [-7.430, 16.182, -20.524], [-7.282, 15.952, -10.295], [-7.437, 16.317, -17.540], [-2.341, 12.771, -16.052], [-10.473, 21.045, -16.789], [-10.160, 18.792, -16.024], [-6.954, 14.937, -12.414], [-3.608, 15.312, -19.850], [-8.283, 16.505, -22.786], [-3.705, 13.100, -16.332], [-8.314, 20.035, -17.134], [-4.557, 12.986, -15.049], [-9.116, 14.646, -21.294], [-8.550, 16.073, -21.374], [-4.327, 14.181, -20.532], [-6.366, 16.682, -15.453], [-9.512, 20.163, -16.214], [-6.342, 15.878, -16.736], [-4.147, 12.224, -17.463], [-7.621, 14.802, -11.056], [-2.955, 15.820, -20.566], [-9.347, 16.710, -20.974], [-5.873, 16.221, -14.604], [-3.454, 12.213, -18.304], [-10.551, 20.812, -17.719], [-5.132, 14.367, -22.347], [-4.019, 13.609, -14.331], [-5.879, 15.074, -12.360], [-8.052, 16.177, -9.765], [-5.127, 12.545, -17.823], [-7.192, 14.072, -13.050], [-9.533, 18.023, -15.578], [-4.261, 11.183, -17.149], [-7.401, 15.992, -23.188], [-9.174, 16.374, -23.398], [-7.662, 20.912, -17.152], [-5.532, 13.459, -15.160], [-7.457, 15.688, -13.026], [-7.366, 13.823, -10.631], [-3.672, 14.160, -16.622], [-7.437, 16.746, -15.234], [-4.201, 16.003, -19.261], [-3.647, 13.451, -20.979], [-7.454, 15.924, -18.423], [-9.244, 14.368, -20.242], [-9.197, 20.558, -15.249], [-4.671, 11.957, -14.720], [-8.444, 13.879, -21.690], [-6.534, 14.825, -16.510], [-8.574, 19.759, -18.161], [-7.634, 19.216, -16.870], [-7.991, 17.558, -22.851], [-2.831, 14.894, -19.191], [-5.417, 16.004, -17.306], [-1.903, 13.463, -15.554], [-10.497, 18.443, -17.004], [-8.705, 14.705, -11.183], [-10.114, 14.518, -21.720], [-4.856, 13.567, -19.794], [-11.060, 18.910, -15.414], [-6.004, 17.706, -15.548], [-6.672, 15.702, -20.920]],
  "forces_ev_per_a": [[0.0, -0.1, -0.3], [0.4, 0.2, 0.1], [-0.3, -0.4, 0.3], [-0.2, 0.5, 0.3], [0.2, -0.7, -0.1], [0.1, 0.3, 0.4], [-0.7, 0.2, 0.0], [-1.2, -0.6, -0.8], [1.9, -0.4, 0.0], [0.8, 0.6, -0.3], [0.4, 0.6, 0.7], [1.2, -0.3, -0.1], [0.5, 0.7, -0.7], [0.0, -0.4, 0.6], [-1.0, -0.8, 0.3], [-0.5, -0.4, 0.7], [-0.7, 0.2, -0.1], [0.2, -1.0, -0.6], [-0.4, -0.1, -0.6], [-0.6, -0.4, -0.3], [-0.2, -0.3, -1.0], [-0.6, 0.4, -0.1], [0.3, 0.2, 0.2], [0.2, -0.2, -0.1], [0.1, 0.2, 0.1], [0.0, 0.0, 0.0], [0.1, -0.1, 0.0], [-0.1, -0.4, 0.4], [0.0, 0.1, 0.0], [0.2, 0.1, 0.1], [0.0, 0.0, 0.0], [0.4, -0.4, 0.4], [0.2, 0.1, 0.0], [0.1, 0.1, 0.2], [-0.4, -0.4, -0.2], [0.2, -0.2, -0.2], [-0.4, 0.2, -0.1], [-0.1, -0.2, -0.2], [0.4, 0.7, 0.5], [0.6, 0.4, 0.6], [-0.5, -0.1, -0.2], [0.1, 0.1, 0.4], [-0.3, 0.0, -0.3], [0.2, 0.4, -0.4], [0.3, 0.1, -0.1], [0.1, 0.2, 0.0], [-0.2, 0.3, 0.0], [0.1, 0.0, 0.1], [0.0, 0.2, -0.3], [0.5, -0.1, 0.1], [-0.4, 0.3, 0.0], [-0.3, 0.0, 0.4], [-0.2, 0.0, 0.3], [-0.4, -0.2, 0.3], [0.2, -0.2, 0.2], [-0.2, 0.1, 0.1], [0.1, -0.2, 0.0], [0.0, 0.4, -0.1], [0.2, 0.2, -0.4], [-0.2, 0.3, -0.1], [0.1, -0.1, 0.0], [0.1, -0.1, -0.2], [-0.4, 0.2, 0.1]]
}

Record 3
{
  "formula": "C15H43CuN7O6P2",
  "method": "ωB97M-V/def2-TZVPD",
  "total_charge": -1,
  "elements": ["Cu", "P", "P", "O", "O", "O", "O", "O", "O", "N", "N", "N", "N", "N", "N", "N", "C", "C", "C", "C", "C", "C", "C", "C", "C", "C", "C", "C", "C", "C", "C", "H", "H", "H", "H", "H", "H", "H", "H", "H", "H", "H", "H", "H", "H", "H", "H", "H", "H", "H", "H", "H", "H", "H", "H", "H", "H", "H", "H", "H", "H", "H", "H", "H", "H", "H", "H", "H", "H", "H", "H", "H", "H", "H"],
  "coordinates": [[-1.147, 1.064, -1.689], [-2.438, 1.399, 0.997], [3.793, -1.755, -0.382], [-0.899, -1.333, -1.793], [5.160, -1.237, -0.187], [3.129, 3.104, -0.799], [-1.152, 1.309, 0.230], [-1.519, 1.211, -3.444], [3.171, 3.627, 1.239], [-2.069, 1.074, 2.590], [3.678, -3.447, -0.255], [2.693, -1.100, 0.671], [2.584, 3.259, 0.253], [-3.159, 2.897, 0.956], [-3.568, 0.412, 0.375], [3.056, -1.355, -1.842], [1.282, -0.975, 0.215], [-1.399, -0.086, -3.956], [4.983, -4.036, -0.581], [2.966, -4.059, 0.847], [2.781, -0.013, -2.253], [2.405, -2.379, -2.725], [-4.916, 0.714, 0.892], [-3.568, 3.351, -0.393], [-1.988, -0.370, 2.886], [-1.613, -1.309, -2.966], [1.131, 2.851, 0.362], [3.030, -0.504, 1.930], [-3.322, -0.919, -0.108], [-3.519, 3.771, 2.086], [-0.982, 1.828, 3.081], [0.583, 3.494, -0.332], [4.103, -0.701, 2.144], [1.924, -3.676, 0.849], [4.858, -4.940, -1.174], [0.685, -0.571, 1.029], [2.709, -3.395, -2.406], [-3.480, -1.752, 0.668], [-3.972, -1.204, -0.941], [1.108, 1.820, -0.008], [-1.208, -2.154, -3.632], [-4.650, 3.786, 2.367], [5.441, -4.355, 0.344], [-5.622, 1.081, 0.139], [-2.184, -0.407, 3.962], [-3.001, 2.828, -1.214], [3.531, -3.833, 1.775], [0.959, 3.033, 1.362], [3.168, 0.166, -3.260], [-3.422, 4.787, 1.764], [3.110, 0.790, -1.537], [-2.182, -0.262, -4.628], [-0.409, -0.198, -4.486], [-0.016, 1.355, 2.876], [-2.698, -0.878, 2.296], [-3.065, 3.545, 3.018], [2.708, -2.362, -3.766], [-1.021, 2.887, 2.766], [-4.608, 3.145, -0.679], [0.864, -1.955, -0.069], [-3.434, 4.439, -0.411], [1.676, 0.106, -2.404], [5.610, -3.368, -1.174], [1.148, -0.376, -0.663], [-2.320, -1.103, -0.539], [2.970, -5.146, 0.689], [1.312, -2.233, -2.737], [-5.334, -0.163, 1.423], [-4.872, 1.507, 1.678], [2.405, -0.884, 2.759], [-2.746, -1.435, -2.801], [2.889, 0.589, 1.866], [-1.037, -0.870, 2.672], [-1.065, 1.866, 4.173]],
  "forces_ev_per_a": [[0.1, -0.1, 0.7], [1.2, 0.5, -0.8], [-1.6, 0.8, -0.6], [-0.3, 0.9, 0.0], [0.2, -0.1, 0.2], [0.3, 0.0, -1.6], [-0.3, 0.1, 0.2], [0.0, -0.2, -0.4], [0.0, 0.6, 1.3], [-1.3, -0.8, -1.2], [1.0, 1.3, -1.1], [-0.8, -0.2, -0.4], [-0.3, -0.7, -0.1], [0.0, 0.2, 0.4], [-1.3, 0.4, 0.9], [0.4, -2.4, -0.4], [0.4, -1.1, 0.7], [1.1, -0.1, 1.4], [-0.8, -0.8, -0.2], [0.2, 0.3, -0.1], [-1.0, 1.2, -0.2], [0.2, -0.2, 0.8], [-0.2, -0.1, 1.1], [0.4, -0.2, -0.4], [0.5, 1.1, 1.1], [1.1, -0.6, -0.7], [1.6, 0.2, -2.3], [0.7, 0.3, 0.3], [-0.1, -2.3, 0.1], [-2.9, -0.6, -1.0], [0.9, 0.9, 1.5], [0.0, -0.2, 0.2], [-0.7, 0.2, 0.0], [0.7, -0.3, 0.4], [-0.2, -0.3, -0.2], [0.0, 0.1, 0.1], [-0.5, 0.6, 0.2], [0.0, 1.2, -0.6], [-0.3, 0.5, 0.1], [-0.2, 0.3, 0.4], [-1.0, 0.3, 0.3], [1.3, -0.6, -0.7], [0.7, 0.1, 0.3], [0.2, -0.3, -0.2], [-0.1, -0.7, -0.1], [0.0, 0.7, 0.9], [-0.7, -0.2, 0.0], [-1.1, -0.1, 1.9], [0.5, 0.2, 0.2], [0.8, 0.7, 0.0], [0.0, -1.0, -0.7], [-1.3, -0.2, -1.8], [-0.5, -0.1, 0.4], [0.1, 0.3, -0.3], [-1.1, -0.6, -0.2], [0.9, -0.2, 0.5], [0.5, 0.7, -0.3], [0.2, -0.6, -0.2], [-0.2, 0.0, 0.6], [0.0, 0.3, 0.1], [0.2, -0.2, -0.3], [0.6, 0.0, 0.2], [-0.1, 0.1, 0.5], [-0.1, 0.4, -0.2], [0.3, 0.5, 0.1], [-0.2, 0.2, 0.1], [0.2, -0.2, 0.4], [0.1, 0.2, -0.5], [0.0, -0.6, -0.7], [0.2, 0.0, -0.2], [0.9, 0.1, -0.3], [0.1, -0.1, 0.3], [0.3, 0.5, -0.1], [0.1, 0.0, 0.2]]
}

| no. | molecular weight (g mol⁻¹) | orbital gap (Eh) |
| --- | --- | --- |
| 1 | 318.49 | 0.3650 |
| 2 | 318.49 | 0.3777 |
| 3 | 543.05 | 0.2122 |